Record 1
C22H44Cl36O2P | the ωB97M-V functional and the def2-TZVPD basis

```
105
Properties=species:S:1:pos:R:3:lowdin_charge:R:1
H 6.8190 0.6916 1.7383 -0.049
H 12.0146 -7.6452 0.7365 0.026
Cl -0.9097 -3.5248 -3.4992 0.485
C 5.1686 -9.9108 4.8665 -1.021
H 2.5170 2.4468 -1.4347 0.031
C 7.2728 0.9081 2.6973 -1.043
Cl -1.8093 1.5438 1.6689 0.503
H -1.0018 -0.5970 2.2118 0.024
Cl 0.6546 0.8360 3.0746 0.481
Cl 7.3745 -6.6321 4.9315 0.505
H 0.8191 -2.6318 -4.8243 -0.007
C 4.5127 -1.4757 -4.7033 -1.031
H -4.8120 9.5117 -3.7878 0.029
C -4.3853 -0.4908 5.1148 -0.987
H -3.3876 4.1120 -2.0420 -0.004
H 1.3634 6.9099 -1.0996 0.053
H -8.0192 1.3372 4.6876 -0.003
H 10.5244 -7.6297 1.7062 -0.039
C -3.0894 7.1032 -1.3463 -0.902
Cl 4.8954 -3.7599 -1.6091 0.531
C 1.0801 -12.2521 3.3346 -1.040
Cl -5.1618 0.6876 4.0574 0.532
H -0.1441 4.6031 -1.6736 -0.017
C -0.3938 5.6556 -1.5004 -0.440
C 10.9942 -8.0048 0.8052 -1.044
Cl -5.5673 11.1407 -2.2742 0.546
H -6.3456 1.3416 -2.4036 0.011
Cl 1.7825 -2.7058 -2.6778 0.473
Cl 10.0910 -7.4167 -0.5964 0.493
C -2.4589 0.2718 -5.8969 -1.011
H 4.0337 -5.3484 -0.1232 0.036
H 4.2908 -2.0996 1.1432 -0.106
Cl 8.9351 1.4485 2.4368 0.504
O -3.4885 7.0921 -2.5298 -0.129
Cl 0.3305 2.4150 -0.5625 0.568
H -0.4287 6.1644 -2.4681 0.065
Cl -7.7983 7.4247 -1.2234 0.475
C -6.5551 8.4590 -0.4877 -1.031
H -3.4681 3.7636 -0.2632 0.007
Cl -2.7128 -0.0348 5.4743 0.583
H -5.5715 8.0294 -0.6810 -0.002
H 6.8696 -4.9347 3.3820 -0.034
Cl 5.2446 -9.0668 3.3199 0.495
Cl 9.0078 -5.6560 2.7164 0.532
H -1.5684 0.2970 3.6514 -0.109
Cl -0.9306 1.0639 -6.3048 0.509
Cl 5.3859 -4.0103 1.2740 0.598
H 2.0361 0.8336 -0.8622 -0.056
Cl -7.7684 3.6594 -4.1692 0.516
Cl 4.5807 0.1459 0.5475 0.559
Cl -7.3068 1.1994 6.9221 0.500
Cl 2.9033 -0.9788 -5.2247 0.531
H -9.4120 5.2950 -4.5395 0.027
H -6.0447 0.3994 -3.8804 0.024
H 0.1239 6.9173 0.1786 0.035
H 1.6030 -11.6653 4.0804 -0.039
C 0.6578 6.2906 -0.5379 -0.194
H 8.1308 -4.4397 4.5309 0.028
C -9.1911 4.6054 -3.7333 -1.027
Cl -10.6081 3.5808 -3.4548 0.488
Cl -9.9838 0.7380 5.8369 0.498
C -2.8326 4.0550 -1.1037 -0.348
C -5.6511 0.6806 -2.9100 -1.011
Cl -4.1236 1.5362 -3.1384 0.589
H 4.6980 -2.4843 -5.0554 0.028
H 5.6403 -10.8807 4.7582 0.026
H 1.1734 5.4885 -0.0045 0.041
C 0.4590 -2.4459 -3.8206 -1.097
H -6.6071 9.4409 -0.9371 -0.066
Cl -0.5881 -12.4953 3.8692 0.497
Cl 11.0180 -9.7713 0.8729 0.500
H 5.7708 -5.5942 -0.4134 0.030
C 4.9950 -4.8590 -0.2323 -0.956
H 5.6920 -9.3218 5.6118 0.011
Cl 3.4992 -10.1477 5.4031 0.529
C 7.7657 -5.2470 3.9062 -1.013
H -8.6522 2.6716 5.6786 0.029
P -2.0595 5.6983 -0.6148 0.971
H -3.0687 0.9618 -5.3237 -0.054
H 0.1245 -1.4200 -3.7272 -0.049
Cl -6.7940 8.6020 1.2598 0.495
H -2.9650 -0.0055 -6.8149 0.025
C 1.7161 1.7155 -1.4019 -0.993
H 1.5532 -13.2206 3.2189 0.025
Cl -5.7165 11.1779 -5.1997 0.480
H 6.7233 1.6951 3.2012 0.030
H 4.5474 -1.4450 -3.6190 -0.005
Cl 1.3085 1.2468 -3.0575 0.514
O -3.3051 8.0448 -0.5548 -0.153
Cl 7.2128 -0.5561 3.6933 0.482
H -4.9398 -0.5452 6.0453 0.001
Cl 1.1524 -11.3966 1.7905 0.499
C -8.4558 1.6063 5.6428 -1.028
H 3.7305 -0.9903 2.4256 0.030
C 3.7397 -1.1880 1.3581 -1.013
C -5.6777 10.1664 -3.7435 -0.999
Cl 2.0802 -1.3550 0.7878 0.530
C -1.0139 0.3650 2.7155 -1.040
H -2.0397 3.3104 -1.1598 -0.052
H -8.9678 5.1501 -2.8230 -0.010
Cl -2.1894 -1.1850 -4.9318 0.526
Cl 5.7697 -0.4097 -5.3437 0.511
Cl -5.4432 -0.7832 -1.9365 0.501
H -6.5882 9.5789 -3.7037 0.020
H -4.3851 -1.4564 4.6218 0.030
```

Properties
**Gap between HOMO and LUMO**: 0.1877 Ha
**Total charge**: -1
**HOMO**: -0.1479 Eh

---

Record 2
C41H43BBrCl2CoNO5S | the ωB97M-V functional and the def2-TZVPD basis

```
96
Properties=species:S:1:pos:R:3:lowdin_charge:R:1
H 4.4057 1.0140 1.7896 0.105
H 2.1663 0.9579 0.6332 0.034
H -4.4266 -6.5765 1.1958 0.082
O -2.1795 1.7580 -0.1226 -0.186
C -3.2537 3.5085 0.9595 -0.143
O -1.2603 1.0796 -2.9368 -0.004
B -1.2018 -1.9961 1.0027 -0.444
C -3.7608 -5.7648 1.4653 -0.128
H 3.9900 4.7243 1.5819 0.109
H 5.1732 2.5714 2.1585 0.111
C -3.5425 1.5332 -0.4264 -0.188
H -3.6290 -6.3796 3.5136 0.083
C -0.2107 1.0243 -2.3079 -0.627
C 3.4038 1.9938 -3.0066 -0.089
C 2.2006 1.2586 3.3491 -0.087
H -5.1148 3.0203 -0.1142 0.096
C 4.2102 2.0462 2.0981 -0.119
C -3.1545 0.8714 4.9049 -0.062
H -2.4069 0.3143 1.6575 0.072
C -2.2595 0.6101 2.6877 -0.029
H 1.3140 2.4504 0.2438 0.118
C 4.7050 -4.1627 -1.8520 -0.135
H 3.7787 2.7240 0.0884 0.128
C -3.3094 -5.6537 2.7751 -0.126
H 0.3894 3.8644 1.9476 0.107
C 0.9990 3.3983 2.7268 -0.083
C -1.7278 1.8198 6.7428 -0.077
H -0.9537 1.2162 7.2250 0.071
H 1.9594 4.8187 -4.1805 0.079
C -0.9741 1.1122 3.0503 -0.258
C 3.3912 -3.8318 -2.1390 -0.153
O 0.0721 0.3170 -1.2944 -0.150
H -3.0228 3.3191 2.0088 0.101
H -1.0889 3.3011 0.5900 0.096
O -2.0162 -2.8076 0.1373 0.088
Cl 1.0312 -2.6765 -1.7135 0.732
C -4.5855 -0.1814 3.1016 -0.045
H 5.2781 -4.7875 -2.5266 0.085
H -5.3589 -0.1316 3.8717 0.065
Co -0.0574 -0.2852 0.5914 0.593
C 2.6649 -3.0334 -1.2723 -0.673
C 3.3052 3.2557 -3.5764 -0.111
H 2.4075 0.2432 3.0052 0.067
C 1.2401 1.9182 2.3323 -0.444
H -3.7127 1.7177 -1.4926 0.116
H -4.8048 2.0098 1.3004 0.072
H -4.4213 -1.2345 2.8547 0.078
H 4.1615 1.5625 4.2051 0.131
H -1.4101 2.8645 6.8051 0.068
Br -0.7347 4.0521 -3.6749 0.740
H 4.3730 1.5346 -2.8566 0.100
H -4.9706 0.3023 2.2003 0.049
C -2.0709 -3.7182 2.1845 -0.237
H 0.0621 1.8660 4.8150 0.079
H -3.9737 0.7656 5.6101 0.089
H 6.2960 -3.9104 -0.4231 0.083
C 3.3011 2.7312 1.0713 -0.279
C -3.3683 -4.8419 0.4865 -0.012
H -3.7118 -4.9151 -0.5382 0.109
H -2.0580 3.6822 -0.8608 0.093
C 5.2712 -3.6762 -0.6836 -0.165
C 4.5300 -2.8757 0.1710 -0.683
C 1.9726 1.9757 0.9802 -0.126
N 0.0115 1.1463 2.1030 0.009
C -2.5252 -3.8273 0.8763 -0.237
O -1.2653 -2.6342 2.2913 0.098
C 3.0424 4.1748 1.5050 -0.130
C 3.2165 3.4827 3.9001 -0.131
H -3.5467 4.5546 0.8445 0.098
S 2.2915 -1.5047 1.0264 0.643
Cl 5.3622 -2.3118 1.6057 0.595
C -4.3334 2.5194 0.4609 -0.145
C 3.1811 -2.5043 -0.0675 -0.724
C 3.5141 2.0434 3.4640 -0.286
C 0.9107 3.1359 -3.3690 -0.591
C -2.4466 -4.6173 3.1565 -0.007
H 2.4246 4.6840 0.7564 0.116
H 4.1501 4.0476 4.0211 0.108
H 4.1947 3.7994 -3.8748 0.091
H 2.1155 5.1941 3.1705 0.128
H 1.7278 1.1725 4.3298 0.101
H 2.9111 -4.1899 -3.0418 0.089
C 2.0570 3.8304 -3.7504 -0.164
H -2.0869 -4.5152 4.1729 0.111
C 0.9816 1.8808 -2.7746 -0.137
C 2.3234 4.1650 2.8568 -0.293
H -2.6477 1.7107 7.3206 0.059
C 2.2559 1.3328 -2.5999 -0.019
H -3.7586 0.4849 -0.2211 0.119
H 2.7095 3.4747 4.8729 0.113
C -0.8736 1.5071 4.4128 -0.014
C -1.9346 1.3943 5.3085 -0.303
C -2.0442 3.1440 0.0985 -0.197
H 2.3129 0.3663 -2.1117 0.114
C -3.3018 0.4616 3.5734 -0.280
H 0.4358 3.4884 3.6534 0.100
```

Properties
**Gap between HOMO and LUMO (spin up / spin down)**: 0.2107 / 0.2106 Ha
**Multiplicity**: 4
**Energy above the lowest of the compared OMol25 structures with the same formula, charge and spin**: 1.8 kcal per mole
**Total charge**: -2
**HOMO (spin up / spin down)**: -0.0588 / -0.0587 Eh

---

Record 3
C14H24F10InN3O18S9 | the ωB97M-V functional and the def2-TZVPD basis

```
79
Properties=species:S:1:pos:R:3:lowdin_charge:R:1
H -1.2854 5.1166 -0.4263 0.108
O -3.6199 2.5074 -2.1278 -0.244
S 2.9465 2.7514 -1.3784 0.563
H 1.5859 -5.6699 0.0713 0.118
H -4.4124 0.3906 0.2047 0.104
S -2.9781 -1.2557 0.8718 0.698
H 3.1664 -6.6871 -1.7490 0.126
C 5.0919 -0.0330 1.1460 -0.642
H -0.1004 -5.7373 -3.6221 0.106
F -1.3021 2.9627 -1.9899 -0.257
N 1.7310 2.0477 -2.2843 -0.295
H -2.6713 3.3056 0.5405 0.077
C -3.5887 0.4644 0.9225 -0.188
H -2.2898 0.0794 3.4298 0.105
S -2.6217 -0.1550 -3.1685 0.407
O 4.2385 2.1856 -1.5739 -0.214
H -0.3089 6.2807 2.2066 0.110
O 2.8314 4.0457 -0.7669 -0.210
H 2.2592 -6.3981 -4.0783 0.119
F 0.8739 -3.2335 3.7759 0.184
C 1.7644 -5.2354 -0.9088 -0.210
F 0.8868 2.1272 -4.4894 -0.197
C 0.9094 -2.0114 3.2975 -0.645
O -0.3003 1.8842 1.0221 -0.393
N -1.6699 0.6348 -2.1926 -0.257
F 5.8543 1.0370 1.2737 0.166
C -3.4242 -1.5743 2.6359 -0.177
S -0.6318 2.9487 1.9676 0.725
C -0.2268 5.6124 1.3448 -0.180
H 0.6266 -4.1305 -4.0600 0.104
H 2.7854 -4.8473 -3.4873 0.117
O -1.0856 2.6869 3.3106 -0.308
O 3.1173 2.7579 -4.2588 -0.225
C -4.1900 0.7124 2.3368 -0.173
H -3.7113 -0.3554 4.2473 0.123
C -2.0378 3.8912 1.2048 -0.205
C 2.0597 -5.6466 -3.3165 -0.212
O 1.3896 -2.5879 0.7996 -0.362
O -4.0409 -0.2652 -2.9613 -0.200
F -0.2733 -1.6036 2.8793 0.151
H -2.8147 -2.3809 3.0313 0.107
N 2.3250 -0.3672 1.3634 -0.297
S 2.2267 -1.9909 1.8507 0.681
F 2.3834 1.9673 -0.0881 -0.304
O -1.5478 -1.1293 0.6776 -0.377
O 3.6425 -0.1886 3.5755 -0.233
O 0.5652 -2.9828 -1.5591 -0.422
F 4.7791 -0.2600 -0.1409 0.133
O -3.7650 -2.1105 0.0603 -0.268
O 3.2785 1.7105 2.2239 -0.263
F 5.7802 -1.0366 1.6411 0.165
O 1.2180 4.1628 -3.4755 -0.227
In 0.6569 -0.1474 -0.8619 1.476
H 0.3840 6.2583 0.7136 0.117
H 1.2428 4.3059 2.6224 0.116
O -0.8935 -5.0062 -1.1227 -0.293
F 1.3468 -1.2048 4.2466 0.153
C 0.6632 -4.9934 -3.4004 -0.179
H 1.4449 -7.0429 -1.9151 0.125
H -4.2262 1.7573 2.6450 0.114
S -2.4147 2.0279 -2.8095 0.577
H -2.3587 5.9208 0.6780 0.118
H -4.4895 -1.7689 2.5120 0.107
S 1.9169 2.8975 -3.4872 0.407
C -1.5287 5.2180 0.6330 -0.196
H 1.0888 4.0444 0.9087 0.070
S 3.5093 0.2938 2.2205 0.593
F -2.1471 -1.5756 -2.5648 -0.223
O 3.3370 -2.7532 2.2974 -0.226
O -2.0802 -0.2408 -4.4936 -0.226
H -2.9528 1.2124 0.4566 0.065
H 2.4370 -4.3808 -0.8249 0.092
H -5.2426 0.4318 2.3912 0.119
C 2.1889 -6.2384 -1.9204 -0.243
H -2.7235 4.2230 1.9876 0.101
C -3.3363 -0.1601 3.2370 -0.227
C 0.5277 4.3281 1.8034 -0.184
O -2.0673 2.6118 -4.0778 -0.203
S 0.2984 -4.4156 -1.6843 0.736
```

Properties
**Gap between HOMO and LUMO**: 0.1436 Ha
**Energy above the lowest of the compared OMol25 structures with the same formula, charge and spin**: 0.0 kcal per mole
**Total charge**: 0
**HOMO**: -0.3992 Eh

---

Number 1: calculated total energy -487720.4137 eV. Number 2: calculated total energy -199174.4390 eV. Number 3: calculated total energy -186082.9731 eV.